{
  "formula": "C17H43AlNO8Si",
  "method": "ωB97M-V/def2-TZVPD",
  "relative_energy_kcal_mol": 0.00,
  "homo_ha": -0.185,
  "lumo_energy_ha": 0.09371,
  "energy_ha": -1862.163748,
  "charge": -1,
  "elements": ["C", "Si", "C", "C", "C", "N", "C", "O", "Al", "O", "H", "H", "H", "H", "H", "H", "H", "H", "H", "H", "H", "H", "H", "H", "H", "C", "O", "C", "C", "O", "C", "C", "O", "C", "H", "H", "H", "H", "H", "H", "H", "H", "H", "H", "H", "H", "H", "H", "C", "O", "C", "C", "O", "C", "C", "O", "C", "H", "H", "H", "H", "H", "H", "H", "H", "H", "H", "H", "H", "H", "H"],
  "positions_angstrom": [[5.146604, 0.863876, 4.450705], [4.695625, 1.799464, 2.836038], [5.876160, 3.262971, 2.516390], [4.762246, 0.503398, 1.441304], [2.888235, 2.380615, 3.091822], [2.835021, 3.272730, 4.250422], [2.180359, 3.129158, 1.916203], [0.782358, 2.990593, 2.084200], [0.407209, 1.454689, 3.043134], [2.227346, 1.141576, 3.259105], [5.581433, 1.586685, 5.150959], [5.820486, 0.020178, 4.277313], [4.223661, 0.444489, 4.858914], [5.671311, 4.040205, 3.258557], [6.912243, 2.917636, 2.587901], [5.663416, 3.705494, 1.538923], [5.674135, -0.099173, 1.495037], [4.641517, 0.934695, 0.441972], [3.896586, -0.147829, 1.603492], [1.870793, 3.480147, 4.473586], [3.250457, 2.838256, 5.060353], [2.527227, 2.770761, 0.932726], [2.359242, 4.212504, 1.944790], [-0.137213, 1.633419, 4.538938], [-0.097276, 0.199021, 2.193976], [-1.726619, -7.301033, -0.203548], [-1.575623, -5.925455, -0.463865], [-2.825470, -5.253142, -0.477713], [-2.625014, -3.752787, -0.372069], [-2.423923, -3.296911, 0.954869], [-1.133410, -3.538515, 1.510437], [-0.067987, -2.615103, 0.955725], [0.400453, -3.102599, -0.297614], [1.140349, -2.117124, -0.984502], [-2.362615, -7.774406, -0.961008], [-0.738718, -7.757229, -0.236896], [-2.153039, -7.461511, 0.793003], [-3.449713, -5.597786, 0.354808], [-3.325071, -5.487556, -1.428201], [-3.549623, -3.270083, -0.696899], [-1.825199, -3.407245, -1.029145], [-0.846202, -4.586644, 1.409088], [-1.239742, -3.328799, 2.576117], [0.783131, -2.581293, 1.646168], [-0.475078, -1.606907, 0.841384], [0.509753, -1.252829, -1.216871], [1.491976, -2.553667, -1.918993], [2.004507, -1.794397, -0.394415], [-4.374122, 4.697953, -3.946906], [-3.959670, 3.358243, -3.811226], [-3.384183, 2.861548, -5.008529], [-2.609282, 1.586364, -4.735300], [-1.303726, 1.819624, -4.228482], [-1.227718, 2.202582, -2.855917], [-1.442248, 1.048838, -1.897849], [-2.829936, 0.793779, -1.733841], [-3.055533, -0.455137, -1.115811], [-5.113901, 4.798272, -4.750012], [-4.829888, 5.002674, -3.006692], [-3.516518, 5.349500, -4.147511], [-2.713162, 3.610141, -5.445385], [-4.199117, 2.648526, -5.714579], [-2.456318, 1.079621, -5.691299], [-3.169560, 0.908688, -4.088879], [-1.901702, 3.032013, -2.639412], [-0.207553, 2.564900, -2.717768], [-1.021633, 1.307874, -0.917903], [-0.938735, 0.154972, -2.284271], [-2.682390, -1.269639, -1.746203], [-4.131009, -0.577649, -0.991693], [-2.578397, -0.496224, -0.131151]],
  "forces_ev_per_angstrom": [[-0.15, 0.48, -0.50], [-0.32, -0.30, -0.04], [-0.41, -0.46, 0.19], [-0.29, 0.35, 0.22], [0.53, -0.04, -0.71], [0.26, 0.22, -0.09], [-0.45, 0.32, 0.51], [-0.38, -1.04, 0.34], [1.92, 0.35, -0.39], [-0.73, 0.34, 0.06], [0.04, -0.32, 0.12], [0.17, 0.24, 0.03], [0.00, 0.17, 0.01], [0.15, -0.11, 0.05], [0.00, 0.28, -0.13], [0.20, -0.13, -0.02], [-0.04, 0.10, -0.12], [0.19, -0.02, 0.08], [0.11, 0.01, 0.07], [-0.22, 0.03, 0.06], [-0.10, -0.25, 0.17], [-0.10, -0.26, 0.08], [0.53, -0.13, 0.09], [-0.50, 0.18, -0.04], [-0.46, 0.01, -0.10], [0.12, 0.20, -0.09], [-0.04, -0.08, 0.19], [0.39, 0.09, -0.24], [-0.19, 0.05, 0.17], [-0.02, -0.21, -0.05], [0.04, 0.29, 0.10], [0.14, -0.40, -0.12], [-0.15, 0.00, -0.16], [0.00, -0.17, 0.03], [-0.06, -0.08, 0.06], [0.01, 0.03, -0.03], [-0.10, -0.08, -0.02], [-0.06, 0.03, 0.01], [-0.18, 0.02, 0.05], [-0.04, -0.04, 0.01], [0.10, -0.21, -0.04], [0.07, 0.00, -0.16], [-0.04, 0.08, -0.03], [-0.08, 0.20, 0.12], [0.04, 0.04, 0.14], [0.09, 0.10, 0.07], [-0.01, -0.05, 0.02], [-0.01, 0.13, -0.02], [-0.01, -0.20, 0.10], [0.12, 0.15, -0.02], [-0.27, -0.21, 0.33], [0.23, 0.06, -0.16], [-0.17, 0.05, 0.00], [0.25, -0.15, 0.02], [-0.30, 0.33, 0.22], [-0.06, -0.14, -0.25], [-0.01, 0.24, 0.04], [0.02, 0.10, -0.05], [-0.01, -0.04, 0.01], [-0.04, 0.07, -0.10], [0.04, -0.02, -0.06], [0.08, 0.02, -0.16], [0.02, 0.03, -0.02], [-0.12, 0.15, 0.10], [-0.13, -0.11, 0.08], [0.01, -0.05, -0.03], [0.18, -0.07, -0.03], [0.06, 0.01, -0.03], [0.09, -0.03, 0.05], [0.00, 0.05, 0.01], [0.03, -0.13, -0.01]]
}